[1]
Computed, not measured: a cluster of 2 separate species, C5H5NO4 in total at a distorted geometry, with ωB97M-V with the def2-TZVPD basis set.

Properties
E_HOMO ... -9.7 eV
ΔE to the lowest compared entry with this formula, charge and spin ... 52.6 kcal/mol
LUMO level ... -0.46 eV
2S+1 ... 1
E ... -549.1281 hartree
SMILES string ... O=c1cccco1.O=NO
Frontier orbital gap ... 9.254 eV

```
15
Properties=species:S:1:pos:R:3:mulliken_charge:R:1
C 0.691 -0.609 2.146 -0.25
C -0.570 0.040 2.259 -0.24
C 1.269 -0.652 0.924 -0.49
C -0.927 0.919 1.339 -0.25
C 0.804 0.235 -0.149 0.61
N -0.742 -0.668 -3.506 0.19
O -1.651 -0.758 -4.282 -0.37
O -0.331 0.608 -3.350 -0.30
O -0.161 1.148 0.231 -0.29
O 1.279 0.321 -1.240 -0.66
H 0.994 -1.262 2.932 0.40
H -1.329 -0.048 3.122 0.25
H 2.176 -1.235 0.729 0.36
H -1.788 1.419 1.433 0.51
H 0.286 0.543 -2.587 0.54
```



[2]
Computed, not measured: a structure of composition C5H5NS at a distorted geometry, with ωB97M-V with the def2-TZVPD basis set.

Properties
E_HOMO ... -8.0 eV
ΔE to the lowest compared entry with this formula, charge and spin ... 81.8 kcal/mol
LUMO level ... 0.78 eV
2S+1 ... 1
E ... -646.3225 hartree
Frontier orbital gap ... 8.829 eV

```
12
Properties=species:S:1:pos:R:3:mulliken_charge:R:1
C -1.793 -0.169 0.863 -0.43
C -0.347 -0.009 -1.048 0.05
C 0.891 0.390 -1.447 -0.37
C 1.024 -0.101 0.890 -0.63
C -0.289 -0.373 0.338 0.06
H -1.880 0.656 1.541 0.30
H -2.657 -0.955 1.265 0.27
H 1.185 0.393 -2.413 0.43
H 2.757 -0.205 -0.379 0.31
H 1.632 -0.080 1.782 0.38
N 1.667 0.317 -0.328 -0.22
S -2.190 0.135 -1.064 -0.16
```



[3]
Computed, not measured: the ion C5H5O2 with charge -1 at a distorted geometry, with ωB97M-V with the def2-TZVPD basis set.

Properties
E_HOMO (spin up / spin down) ... -1.7 / -1.8 eV
ΔE to the lowest compared entry with this formula, charge and spin ... 59.2 kcal/mol
LUMO level (spin up / spin down) ... 3.91 / 3.90 eV
2S+1 ... 1
E ... -343.9415 hartree
Frontier orbital gap (spin up / spin down) ... 5.639 / 5.693 eV
Net charge ... -1

```
12
Properties=species:S:1:pos:R:3:mulliken_charge:R:1
C -0.998 -1.088 -0.029 -0.46
C -1.842 -0.070 0.007 0.50
C 0.444 -1.074 0.003 0.10
C 0.566 1.591 -0.055 -1.19
C 1.227 0.272 0.056 -0.21
O -2.871 0.546 0.021 -0.47
O 1.090 -2.122 -0.008 -0.67
H -1.401 -2.097 -0.064 0.36
H 0.033 1.757 -0.988 0.31
H -0.006 1.914 0.811 0.30
H 1.789 0.205 0.997 0.21
H 1.968 0.164 -0.750 0.22
```



[4]
Computed, not measured: the ion C5H5O2S with charge -1 at a distorted geometry, with ωB97M-V with the def2-TZVPD basis set.

Properties
E_HOMO ... -2.8 eV
ΔE to the lowest compared entry with this formula, charge and spin ... 35.2 kcal/mol
LUMO level ... 3.88 eV
2S+1 ... 1
E ... -742.1703 hartree
SMILES string ... OCc1occc1[S-]
Frontier orbital gap ... 6.710 eV
Net charge ... -1

```
13
Properties=species:S:1:pos:R:3:mulliken_charge:R:1
C -1.336 0.655 1.570 -0.36
C -0.468 1.670 1.340 -0.64
C -0.979 -0.422 0.719 0.16
C 0.011 0.047 -0.108 -0.04
C 0.959 -0.706 -1.302 -0.15
O 0.439 1.272 0.336 -0.36
O 1.132 -2.042 -0.914 -0.53
S -1.459 -2.141 0.554 -0.67
H -2.134 0.635 2.226 0.49
H -0.404 2.520 1.884 0.51
H 0.345 -0.500 -2.272 0.16
H 2.053 -0.356 -1.339 0.19
H 0.265 -2.362 -0.307 0.26
```



[5]
Computed, not measured: a structure of composition C5H5O3P at a distorted geometry, with ωB97M-V with the def2-TZVPD basis set.

Properties
E_HOMO ... -7.8 eV
ΔE to the lowest compared entry with this formula, charge and spin ... 84.8 kcal/mol
LUMO level ... 0.22 eV
2S+1 ... 1
E ... -760.4141 hartree
Frontier orbital gap ... 8.039 eV

```
14
Properties=species:S:1:pos:R:3:mulliken_charge:R:1
C 0.146 0.613 -0.003 0.61
C 1.516 -1.957 0.129 -0.29
C -0.456 -0.354 -0.831 -0.46
C -1.300 0.429 -0.107 0.25
C -2.698 0.907 0.066 -1.01
O 1.077 1.126 0.622 -0.61
O 2.241 -1.029 -0.258 -0.13
O 3.972 0.614 -0.427 -0.42
P 3.131 0.173 0.627 0.47
H 1.697 -2.308 1.167 0.11
H -0.166 -1.231 -1.332 0.56
H -3.265 0.756 -0.821 0.35
H -2.821 1.982 0.293 0.30
H -3.073 0.281 0.874 0.26
```



[6]
Computed, not measured: a structure of composition C5H5O5Pt at a distorted geometry, with ωB97M-V with the def2-TZVPD basis set.

Properties
E_HOMO (spin up / spin down) ... -7.5 / -8.1 eV
ΔE to the lowest compared entry with this formula, charge and spin ... 14.8 kcal/mol
<S²> ... 3.761
LUMO level (spin up / spin down) ... -0.18 / -0.96 eV
2S+1 ... 4
E ... -688.7378 hartree
Frontier orbital gap (spin up / spin down) ... 7.320 / 7.168 eV

```
16
Properties=species:S:1:pos:R:3:mulliken_spin:R:1
O 1.739 0.201 0.426 -0.04
C 2.379 -0.591 -0.177 0.02
O 3.191 -1.076 -0.845 0.02
O -0.144 2.036 1.971 0.05
C -1.003 2.673 1.276 0.82
C -1.539 2.338 0.091 0.03
O -1.029 1.128 -0.443 0.09
C -1.991 0.122 -0.805 0.01
C -1.219 -1.190 -0.876 0.02
O -0.414 -1.388 0.248 0.12
Pt -0.043 0.264 1.014 1.82
H -2.151 2.954 -0.565 0.02
H -2.451 0.380 -1.771 0.00
H -2.788 0.087 -0.045 -0.01
H -0.570 -1.142 -1.773 0.00
H -1.949 -2.006 -1.024 0.01
```



[7]
Computed, not measured: the ion C5H5O7 with charge -1 at a distorted geometry, with ωB97M-V with the def2-TZVPD basis set.

Properties
E_HOMO ... -4.6 eV
LUMO level ... 3.61 eV
2S+1 ... 1
E ... -720.2485 hartree
SMILES string ... O=C(O)[C@]1(O)CO[C@]1([O-])C(=O)O
Frontier orbital gap ... 8.218 eV
Net charge ... -1

```
17
Properties=species:S:1:pos:R:3:mulliken_charge:R:1
C -0.103 -0.595 0.651 0.75
C -0.210 1.520 -1.125 0.12
C 0.079 -1.543 -0.448 -0.79
C 1.119 -0.154 1.293 0.12
C -1.023 0.344 -0.678 1.37
O -0.206 2.570 -0.584 -0.58
O -1.160 -0.801 1.510 -0.73
O 0.559 1.218 -2.179 -0.58
O -0.674 -0.924 -1.445 -0.61
O 2.230 -0.470 0.949 -0.63
O 0.783 0.852 2.199 -0.41
O -2.214 0.560 -0.357 -0.85
H 1.110 -1.439 -0.728 0.30
H -0.302 -2.495 -0.318 0.38
H 0.429 0.282 -2.123 0.42
H 1.500 1.356 2.324 0.29
H -1.920 -0.280 1.058 0.43
```



[8]
Computed, not measured: the molecule C5H5OP at a distorted geometry, with ωB97M-V with the def2-TZVPD basis set.

Properties
E_HOMO (spin up / spin down) ... -8.7 / -8.6 eV
ΔE to the lowest compared entry with this formula, charge and spin ... 99.3 kcal/mol
LUMO level (spin up / spin down) ... -0.97 / -0.93 eV
2S+1 ... 1
E ... -609.8346 hartree
SMILES string ... Cp1cc2c(c1)O2
Frontier orbital gap (spin up / spin down) ... 7.687 / 7.705 eV

```
12
Properties=species:S:1:pos:R:3:mulliken_charge:R:1
C -1.635 1.275 -0.561 -0.63
C -1.400 -1.407 -0.714 -0.37
C -2.567 0.634 0.119 0.49
C -2.628 -0.744 0.440 -0.10
C 0.924 0.041 0.261 -0.94
O -3.762 0.030 0.407 -0.29
P -0.399 -0.001 -1.053 0.07
H -1.660 2.282 -0.935 0.45
H -1.023 -2.398 -0.535 0.38
H 0.462 0.072 1.246 0.31
H 1.554 0.915 0.114 0.30
H 1.530 -0.856 0.158 0.33
```



[9]
Computed, not measured: the molecule C5H6 at a distorted geometry, with ωB97M-V with the def2-TZVPD basis set.

Properties
E_HOMO ... -9.2 eV
ΔE to the lowest compared entry with this formula, charge and spin ... 74.1 kcal/mol
LUMO level ... 1.32 eV
2S+1 ... 1
E ... -193.9624 hartree
SMILES string ... C=CC1C=C1
Frontier orbital gap ... 10.548 eV

```
11
Properties=species:S:1:pos:R:3:mulliken_charge:R:1
C 1.004 1.570 0.349 -0.28
C 0.098 1.807 -0.600 -0.45
C -0.562 -1.938 0.275 -0.79
C -0.709 -0.664 0.443 -0.10
C 0.400 0.355 -0.251 -0.20
H 1.792 1.958 0.953 0.34
H -0.171 2.517 -1.346 0.32
H -1.399 -2.584 0.516 0.25
H 0.126 -2.386 -0.354 0.29
H -1.676 -0.332 0.756 0.34
H 1.096 -0.302 -0.741 0.28
```



[10]
Computed, not measured: a structure of composition C5H6AgO5 at a distorted geometry, with ωB97M-V with the def2-TZVPD basis set.

Properties
E_HOMO ... -3.9 eV
ΔE to the lowest compared entry with this formula, charge and spin ... 0.0 kcal/mol
LUMO level ... 3.27 eV
2S+1 ... 1
E ... -717.2925 hartree
Frontier orbital gap ... 7.215 eV
Net charge ... -1

```
17
Properties=species:S:1:pos:R:3:mulliken_charge:R:1
H -0.108 2.956 -2.180 0.28
O 0.045 2.504 0.544 -0.72
C -0.141 1.943 -1.779 -0.98
C -0.080 1.744 -0.440 0.70
H -0.314 1.095 -2.442 0.26
H 1.764 -2.439 0.056 0.30
C 1.151 -1.666 0.586 -0.46
C 0.565 -0.791 -0.527 -0.49
O -0.255 0.228 0.048 -0.16
C -2.125 -0.426 1.154 0.78
O -2.777 -0.975 0.346 -0.43
O -1.847 -0.066 2.247 -0.47
Ag 0.613 0.807 2.166 0.43
O 1.840 -0.965 1.538 -0.89
H 0.290 -2.248 1.010 0.18
H -0.018 -1.388 -1.251 0.24
H 1.394 -0.314 -1.074 0.42
```



[11]
Computed, not measured: a structure of composition C5H6AlCl2DyO4S at a distorted geometry, with ωB97M-V with the def2-TZVPD basis set.

Properties
E_HOMO ... -22.8 eV
<S²> ... 9.360
LUMO level ... -16.33 eV
2S+1 ... 6
E ... -2939.4137 hartree
Frontier orbital gap ... 6.476 eV
Net charge ... +4

```
20
Properties=species:S:1:pos:R:3:mulliken_spin:R:1
Dy 0.921 -6.206 -3.873 5.06
Al -0.165 -0.231 -0.052 0.00
Cl 2.533 -6.815 -2.181 0.04
Cl -2.231 -0.220 -0.417 0.00
C 0.014 1.899 -0.321 0.00
C 1.808 -8.065 -5.254 -0.04
C -0.231 -6.151 -5.953 -0.05
O -0.064 3.053 -0.518 0.00
O 2.300 -8.948 -5.802 -0.01
O -0.902 -5.939 -6.881 -0.01
C 0.279 -0.400 4.117 0.00
S 0.303 -0.322 2.327 0.00
C 2.116 -0.056 2.137 0.00
O -0.210 -1.737 1.985 0.00
H 0.722 0.507 4.541 0.00
H 0.843 -1.317 4.403 0.00
H -0.782 -0.522 4.413 0.00
H 2.593 -0.311 3.106 0.00
H 2.547 -0.681 1.332 0.00
H 2.321 1.013 1.920 0.00
```



[12]
Computed, not measured: a cluster of 2 separate species, C5H6Br2ClF in total, with ωB97M-V with the def2-TZVPD basis set.

Properties
E_HOMO (spin up / spin down) ... -9.0 / -7.4 eV
LUMO level (spin up / spin down) ... 0.18 / -0.97 eV
2S+1 ... 1
E ... -5902.0498 hartree
Frontier orbital gap (spin up / spin down) ... 9.182 / 6.413 eV

```
15
Properties=species:S:1:pos:R:3:mulliken_charge:R:1
C 1.068 -0.988 -0.274 -0.59
C 2.053 0.013 -0.744 -0.61
C 0.976 0.431 0.265 0.35
C -0.082 1.280 -0.188 -0.82
C -2.458 -0.402 0.676 0.27
F -3.254 0.393 1.418 -0.16
Cl -1.912 -1.772 1.599 -0.10
Br -0.590 2.779 0.762 -0.10
Br -3.297 -0.832 -0.988 -0.08
H 0.289 -1.306 -0.949 0.22
H 1.394 -1.742 0.422 0.23
H 3.064 -0.023 -0.370 0.24
H 1.961 0.402 -1.746 0.25
H 1.305 0.599 1.283 0.45
H -0.517 1.170 -1.167 0.46
```



[13]
Computed, not measured: the molecule C5H6BrCl at a distorted geometry, with ωB97M-V with the def2-TZVPD basis set.

Properties
E_HOMO ... -8.5 eV
ΔE to the lowest compared entry with this formula, charge and spin ... 58.4 kcal/mol
LUMO level ... 0.64 eV
2S+1 ... 1
E ... -3228.1690 hartree
SMILES string ... ClC[C@]12C[C@]1(Br)C2
Frontier orbital gap ... 9.133 eV

```
13
Properties=species:S:1:pos:R:3:mulliken_charge:R:1
C 0.271 0.865 -1.120 -0.34
C 0.293 1.017 1.180 -0.39
C -0.275 0.200 0.037 0.00
C 1.274 0.619 0.008 -0.09
C -0.900 -1.581 -0.101 -0.45
Cl -2.657 -1.453 0.031 -0.18
Br 2.455 -0.789 0.046 -0.12
H 0.297 0.217 -1.979 0.27
H -0.116 1.933 -1.140 0.17
H 0.008 2.165 1.173 0.16
H 0.485 0.666 2.186 0.29
H -0.546 -2.033 0.751 0.36
H -0.590 -1.825 -1.071 0.33
```



[14]
Computed, not measured: the molecule C5H6BrCl at a distorted geometry, with ωB97M-V with the def2-TZVPD basis set.

Properties
E_HOMO (spin up / spin down) ... -7.8 / -7.5 eV
ΔE to the lowest compared entry with this formula, charge and spin ... 164.4 kcal/mol
LUMO level (spin up / spin down) ... -1.17 / -1.56 eV
2S+1 ... 1
E ... -3228.0001 hartree
Frontier orbital gap (spin up / spin down) ... 6.584 / 5.913 eV

```
13
Properties=species:S:1:pos:R:3:mulliken_charge:R:1
C -0.313 2.523 -1.234 -0.67
C -1.350 1.794 -0.656 -0.18
C -1.489 0.477 -0.039 0.08
C 0.743 -1.701 1.421 -0.06
C 1.573 -2.659 0.581 -0.78
Cl 0.188 -0.470 0.249 0.04
Br -2.430 0.304 1.647 -0.12
H -0.582 3.488 -1.759 0.24
H 0.648 2.240 -0.924 0.26
H -2.222 2.377 -0.602 0.30
H 2.103 -3.201 1.398 0.27
H 2.227 -1.963 -0.002 0.29
H 0.903 -3.208 -0.081 0.33
```



[15]
Computed, not measured: the molecule C5H6BrF at a distorted geometry, with ωB97M-V with the def2-TZVPD basis set.

Properties
E_HOMO ... -9.0 eV
ΔE to the lowest compared entry with this formula, charge and spin ... 9.2 kcal/mol
LUMO level ... 0.85 eV
2S+1 ... 1
E ... -2867.9168 hartree
SMILES string ... C[C@H]1CC(F)=C1Br
Frontier orbital gap ... 9.887 eV

```
13
Properties=species:S:1:pos:R:3:mulliken_charge:R:1
C 1.363 0.844 0.598 0.45
C 1.018 0.509 -0.649 -0.24
C 0.032 0.480 1.175 -0.76
C -0.457 0.351 -0.356 0.29
C -1.008 -1.035 -0.632 -1.34
F 2.553 0.930 1.196 -0.28
Br 1.868 0.269 -2.231 -0.13
H 0.016 -0.434 1.751 0.28
H -0.528 1.247 1.697 0.26
H -1.196 0.949 -0.783 0.45
H -0.679 -1.755 0.186 0.28
H -0.877 -1.279 -1.602 0.41
H -2.104 -1.076 -0.350 0.32
```



[16]
Computed, not measured: the molecule C5H6BrP at a distorted geometry, with ωB97M-V with the def2-TZVPD basis set.

Properties
E_HOMO (spin up / spin down) ... -6.6 / -9.7 eV
ΔE to the lowest compared entry with this formula, charge and spin ... 50.8 kcal/mol
<S²> ... 2.006
LUMO level (spin up / spin down) ... 0.73 / -2.40 eV
2S+1 ... 3
E ... -3109.2398 hartree
Frontier orbital gap (spin up / spin down) ... 7.359 / 7.258 eV

```
13
Properties=species:S:1:pos:R:3:mulliken_spin:R:1
C 1.694 -0.735 -0.189 0.01
C 2.816 -0.329 -0.117 -0.02
C -0.853 1.213 0.067 0.78
C 0.257 -1.194 -0.348 0.03
C -0.831 -0.255 0.372 -0.01
P -2.257 2.157 -0.008 1.10
Br 4.534 0.262 0.115 0.00
H 0.031 1.747 -0.243 0.02
H -0.030 -1.045 -1.409 -0.01
H 0.215 -2.228 -0.103 0.00
H -0.760 -0.414 1.468 0.07
H -1.770 -0.446 -0.121 0.02
H -3.045 1.265 0.518 0.00
```